# 1
C6H7P as an isolated structure in a non-equilibrium geometry. Source: the Open Molecules 2025 dataset; level of theory: ωB97M-V with the def2-TZVPD basis set.

Values from the calculation:
- Energy above the lowest of the compared OMol25 structures with the same formula, charge and spin: 418.5 kJ/mol
- Max |F|: 3.9 eV/A
- HOMO level: -8.7 eV
- Total charge: 0
- LUMO: 0.0028 Ha
- Orbital gap: 8.75 eV

Each line ends with the Mulliken charge.
Atoms and positions in Å:
1 C -1.9470 -0.2680 -0.4102  -0.359
2 C -1.1741 0.0881 0.6726  -0.823
3 C -0.8438 -0.7914 -1.2554  -0.665
4 C -0.0013 -0.5523 0.0538  0.460
5 C 1.9581 1.0914 1.2645  -0.408
6 C 1.3165 0.3472 0.1175  -0.632
7 P 1.3452 2.2373 0.2589  -0.087
8 H -3.0256 -0.0141 -0.5817  0.358
9 H -1.3809 0.3701 1.6934  0.418
10 H -0.7664 -1.8675 -1.5843  0.254
11 H 0.3125 -1.4110 0.6153  0.349
12 H 2.8525 0.8853 1.8817  0.330
13 H 2.0457 0.0198 -0.5326  0.561
14 H -0.6913 -0.1348 -2.1934  0.244

# 2
A 2-piece molecular cluster, C3H3FO2 overall in a non-equilibrium geometry. Source: the Open Molecules 2025 dataset; level of theory: ωB97M-V with the def2-TZVPD basis set.

Values from the calculation:
- Energy above the lowest of the compared OMol25 structures with the same formula, charge and spin: 442.6 kJ/mol
- Max |F|: 2.7 eV/A
- SMILES: OC#CF.C=O
- HOMO level: -9.7 eV
- Total charge: 0
- LUMO: 0.0148 Ha
- Orbital gap: 10.07 eV

Each line ends with the Mulliken charge.
Atoms and positions in Å:
1 O 1.0827 2.6386 -0.1548  -0.474
2 C 1.0450 1.3655 0.1717  0.547
3 C 1.0456 0.2012 -0.1438  -0.202
4 F 1.3617 -1.0362 0.0403  -0.218
5 H 0.2541 3.1625 -0.0226  0.363
6 C -1.1130 -1.5501 0.0421  -0.155
7 O -1.5245 -0.7872 0.8632  -0.383
8 H -1.0763 -2.6473 0.2703  0.239
9 H -1.0752 -1.3469 -1.0664  0.284

# 3
A 2-piece molecular cluster, CH2NO4S overall in a non-equilibrium geometry. Source: the Open Molecules 2025 dataset; level of theory: ωB97M-V with the def2-TZVPD basis set.

Values from the calculation:
- Energy above the lowest of the compared OMol25 structures with the same formula, charge and spin: 394.4 kJ/mol
- Max |F|: 4.4 eV/A
- HOMO level: -5.7 eV
- Total charge: -1
- LUMO: 0.1370 Ha
- Orbital gap: 9.38 eV

Each line ends with the Mulliken charge.
Atoms and positions in Å:
1 C -1.9712 0.0057 0.1066  0.601
2 N -3.1672 0.4905 0.4121  -0.436
3 O 0.7556 0.3790 0.8890  -0.691
4 O 1.2335 -0.0279 -1.4302  -0.618
5 O 2.4362 -1.2465 0.3980  -0.615
6 O -2.8489 -0.7333 -0.5591  -0.378
7 S 1.7396 -0.0395 -0.0745  0.932
8 H 2.6639 1.0557 -0.0706  0.030
9 H -0.8415 0.1164 0.3286  0.174

# 4
A 2-piece molecular cluster, C4H9O2 overall. Source: the Open Molecules 2025 dataset; level of theory: ωB97M-V with the def2-TZVPD basis set.

Values from the calculation:
- Energy above the lowest of the compared OMol25 structures with the same formula, charge and spin: 9.7 kJ/mol
- Max |F|: 0.7 eV/A
- HOMO level: -3.9 eV
- Total charge: -1
- LUMO: 0.1545 Ha
- Orbital gap: 8.14 eV

Each line ends with the Mulliken charge.
Atoms and positions in Å:
1 C -0.2453 -1.2294 -1.8952  -0.691
2 C 1.1647 -1.5940 -1.4559  -0.782
3 H -0.8961 -2.1053 -1.8953  0.257
4 H -0.7194 -0.5283 -1.2119  0.123
5 H -0.2992 -0.8098 -2.9003  0.268
6 H 1.6877 -0.7118 -1.0926  0.208
7 H 1.7261 -2.0638 -2.2672  0.322
8 H 1.1579 -2.2290 -0.5669  0.263
9 C -0.3580 1.9892 0.2845  -0.899
10 C -0.2657 0.6429 1.0804  0.535
11 O -1.3606 0.1920 1.4784  -0.729
12 O 0.8884 0.2086 1.2595  -0.706
13 H -1.3454 2.0806 -0.1848  0.288
14 H 0.3957 2.0959 -0.4952  0.234
15 H -0.2753 2.7894 1.0181  0.309

# 5
A 2-piece molecular cluster, C3H10N3O3 overall in a non-equilibrium geometry. Source: the Open Molecules 2025 dataset; level of theory: ωB97M-V with the def2-TZVPD basis set.

Values from the calculation:
- Energy above the lowest of the compared OMol25 structures with the same formula, charge and spin: 391.7 kJ/mol
- Max |F|: 3.5 eV/A
- HOMO level: -14.5 eV
- Total charge: +1
- LUMO: -0.1359 Ha
- Orbital gap: 10.78 eV

Each line ends with the Mulliken charge.
Atoms and positions in Å:
1 C -2.6155 -0.0482 -0.2216  -1.219
2 C -0.9392 -1.9651 -0.0152  -0.725
3 C -1.1906 -0.4401 -0.2304  0.710
4 N -0.1775 0.2807 -0.4112  -0.179
5 N 2.7946 2.2342 0.6230  1.097
6 N 0.5002 -2.1987 0.0128  -0.612
7 O 3.0461 1.3915 1.4187  -0.503
8 O 3.6185 3.2989 0.6046  -0.383
9 O 1.8591 2.2343 -0.1149  -0.607
10 H -2.9468 -0.0645 -1.2128  0.389
11 H -3.2617 -0.9198 0.2031  0.306
12 H -3.0812 0.9672 -0.0039  0.384
13 H -1.2989 -2.1609 0.9383  0.461
14 H -1.6136 -2.5671 -0.6369  0.403
15 H 0.8633 -0.1154 -0.4015  0.358
16 H -0.2138 1.2835 -0.4644  0.263
17 H 0.9113 -2.2818 -0.9540  0.245
18 H 0.5741 -3.0120 0.5337  0.234
19 H 3.1714 4.0834 0.3326  0.377

# 6
C26H35BrLaN4O4S2 as an isolated structure in a non-equilibrium geometry. Source: the Open Molecules 2025 dataset; level of theory: ωB97M-V with the def2-TZVPD basis set.

Values from the calculation:
- Energy above the lowest of the compared OMol25 structures with the same formula, charge and spin: 17.6 kJ/mol
- Max |F|: 3.7 eV/A
- HOMO level: -10.4 eV
- Total charge: +1
- LUMO: -0.0891 Ha
- Orbital gap: 7.97 eV

Each line ends with the Mulliken charge.
Atoms and positions in Å:
1 La -0.9808 0.2109 -1.2259  1.703
2 O -6.6298 0.4721 -1.3499  -0.667
3 C -6.3645 -0.8427 -1.1863  0.485
4 C -7.4474 -1.7188 -1.1672  -0.711
5 C -7.2388 -3.0678 -0.9621  -0.264
6 C -5.9498 -3.5823 -0.7729  -0.881
7 C -4.8838 -2.7147 -0.8050  -0.493
8 C -5.0639 -1.3392 -1.0162  0.206
9 C -3.8782 -0.4723 -1.0692  1.024
10 O -2.6900 -1.0675 -1.0144  -0.733
11 N -4.0682 0.8209 -1.1460  -0.550
12 N -2.9067 1.6723 -1.1525  -0.296
13 C -3.1942 2.9123 -0.9970  0.295
14 S -1.9187 4.0942 -1.0342  -0.113
15 C -2.9220 5.4075 -0.3256  -0.598
16 C -4.3146 5.2510 -0.9165  -0.568
17 S -4.7975 3.5168 -0.7551  -0.076
18 H -5.7646 0.9349 -1.2537  0.631
19 H -8.4427 -1.3077 -1.3038  0.426
20 H -8.0927 -3.7387 -0.9404  0.379
21 H -5.7908 -4.6407 -0.6030  0.423
22 H -3.8773 -3.0825 -0.6651  0.424
23 H -2.4598 6.3508 -0.6058  0.384
24 H -2.9209 5.3127 0.7565  0.318
25 H -4.3339 5.5363 -1.9671  0.318
26 H -5.0424 5.8514 -0.3710  0.381
27 C 4.5583 -1.1776 4.5942  -1.606
28 C 3.6918 0.0828 4.4733  1.939
29 C 2.7087 0.1129 5.6443  -2.133
30 C 4.5857 1.3279 4.5561  -1.590
31 C 2.9618 0.0651 3.1212  -0.432
32 C 1.5855 0.1224 3.0269  -0.665
33 C 1.0268 0.0993 1.7665  0.252
34 Br -0.8819 0.2401 1.6679  -0.339
35 C 1.7195 0.0146 0.5772  1.268
36 O 1.0041 -0.0154 -0.5857  -1.142
37 C 3.1130 -0.0110 0.6487  -0.634
38 C 3.6849 0.0079 1.9220  0.144
39 C 3.9576 -0.0606 -0.6385  2.094
40 C 3.6765 1.1863 -1.4888  -1.513
41 C 5.4611 -0.0958 -0.3387  -2.208
42 C 3.6140 -1.3208 -1.4502  -1.437
43 H 5.0459 -1.2074 5.5741  0.458
44 H 5.3446 -1.2085 3.8323  0.319
45 H 3.9535 -2.0841 4.4891  0.359
46 H 3.2617 0.1112 6.5872  0.420
47 H 2.0484 -0.7631 5.6487  0.410
48 H 2.0836 1.0148 5.6346  0.392
49 H 5.0724 1.3803 5.5359  0.452
50 H 4.0016 2.2438 4.4186  0.356
51 H 5.3732 1.3152 3.7945  0.317
52 H 0.9565 0.1850 3.9052  0.555
53 H 4.7655 -0.0198 1.9959  0.403
54 H 3.9477 2.0974 -0.9436  0.355
55 H 2.6259 1.2515 -1.7691  0.095
56 H 4.2749 1.1522 -2.4063  0.465
57 H 5.7994 0.7893 0.2103  0.400
58 H 6.0081 -0.1208 -1.2841  0.442
59 H 5.7563 -0.9835 0.2319  0.398
60 H 2.5699 -1.3200 -1.7730  -0.057
61 H 3.7930 -2.2286 -0.8628  0.345
62 H 4.2486 -1.3671 -2.3428  0.493
63 C -0.1572 -2.8985 -2.6530  -0.446
64 N -0.3228 -2.4542 -4.0393  -0.143
65 C -0.6601 -1.2070 -4.3708  0.586
66 N -0.9211 -0.9141 -5.6474  -0.401
67 O -0.7266 -0.3094 -3.4808  -0.582
68 H 0.3411 -3.8606 -2.6675  0.388
69 H -1.1119 -3.0035 -2.1476  0.239
70 H 0.4886 -2.2266 -2.1007  -0.087
71 H -0.3718 -3.1570 -4.7554  0.211
72 H -0.8440 -1.5923 -6.3837  0.168
73 H -1.1378 0.0379 -5.8776  0.247

The highest max |F| belongs to which entry? CH2NO4S